No. 1
Below is C36H75BF6FeNO32P5S2 as an isolated structure at a distorted geometry, with properties calculated with ωB97M-V/def2-TZVPD.

## Properties
2S+1 = 6
Molecular weight = 1433.6 g/mol
Energy = -225051.316 eV
Orbital gap (alpha / beta) = 9.10 / 6.23 eV
Charge = +1

Last column: Mulliken charge in e.
CARTESIAN COORDINATES (ANGSTROEM)
Fe (-1.071, -0.145, -0.061)  0.5909
S (-4.383, 0.053, 0.003)  0.6621
S (-3.350, -1.926, 1.192)  0.1749
P (-0.028, -3.176, -1.469)  -1.4514
P (-1.349, 0.607, 3.372)  -0.8874
P (-1.043, 3.316, 0.359)  -0.3419
P (-0.655, 0.174, -3.482)  -1.5636
P (2.167, 1.052, 0.172)  -1.1666
F (-3.396, 1.536, -2.010)  -0.1012
F (-4.214, -2.869, -1.143)  -0.1805
F (-5.548, 1.426, -1.885)  -0.2238
F (-4.507, -0.290, -2.634)  -0.3163
F (-5.417, -3.710, 0.582)  -0.2139
F (-3.470, -4.469, 0.219)  -0.1920
O (3.724, -2.528, 3.266)  -0.5355
O (2.000, -1.221, 4.089)  -0.4231
O (3.514, 0.163, 0.295)  -0.1022
O (-2.145, 4.488, 0.061)  -0.1783
O (-0.533, -2.035, -0.619)  0.9917
O (1.554, -3.252, -1.448)  -0.0307
O (4.080, -4.828, 2.317)  -0.7157
O (0.863, -1.732, 1.502)  -0.3363
O (6.900, -4.193, 0.535)  -0.6117
O (5.128, -3.082, 1.322)  -0.4059
O (-0.496, -2.980, -3.004)  1.1203
O (-1.014, 0.113, -2.060)  1.3504
O (2.591, 2.120, -1.043)  0.9332
O (-2.082, -0.569, 4.235)  0.1979
O (-5.545, -0.811, 0.065)  -0.6112
O (-4.275, -1.535, 2.241)  -0.4775
O (-2.054, -2.403, 1.604)  -0.5532
O (-0.677, 3.465, 1.939)  0.0524
O (-1.460, 1.868, -0.096)  0.2347
O (-0.199, 1.280, 4.347)  0.9022
O (0.232, 3.908, -0.447)  -0.0289
O (0.847, 0.389, -0.144)  1.0034
O (-0.511, -4.661, -0.954)  -0.3347
O (5.536, -6.435, 1.934)  -0.6148
O (-0.690, 1.714, -4.067)  -0.1817
O (-1.567, -0.746, -4.471)  0.3292
O (0.857, -0.320, -3.633)  1.1776
O (2.663, -3.119, 1.280)  0.1704
O (1.932, 1.934, 1.538)  0.1398
O (-0.901, 0.167, 1.983)  0.0350
O (-4.493, 1.211, 0.891)  -0.6305
O (-2.460, 1.833, 3.330)  0.1530
N (-2.898, -0.599, 0.126)  0.5827
C (2.371, -4.116, -2.271)  -0.2440
C (3.706, 2.997, -1.017)  -0.2642
C (-2.345, -4.432, -3.400)  -1.0966
C (2.512, -1.934, 3.238)  -0.2817
C (0.696, 5.679, -1.832)  -1.6117
C (1.370, 2.665, -4.984)  -0.8014
C (0.003, 4.329, -1.770)  0.4042
C (4.347, 3.248, -2.417)  -1.5627
C (1.902, -2.216, 1.920)  0.4739
C (5.580, -0.706, -0.850)  -1.8096
C (2.758, 2.571, 3.678)  -1.0674
C (4.032, -0.573, -0.838)  1.1069
C (5.178, -5.297, 1.787)  0.4782
C (5.811, -4.135, 1.048)  0.6242
C (1.340, -1.035, -4.759)  0.5949
C (-4.459, 0.726, -1.846)  0.6161
C (-0.252, 4.752, 2.551)  -0.3324
C (-1.433, -1.515, 4.957)  0.6511
C (-2.589, -0.883, -6.540)  -1.5002
C (2.908, 2.770, 2.171)  -0.5044
C (-0.899, -4.096, -3.783)  -0.5453
C (-0.919, 4.850, 3.972)  -0.8542
C (-4.162, 5.747, 0.467)  -1.5415
C (-3.553, 4.380, 0.218)  0.7784
C (-4.654, 1.354, 4.661)  -1.3633
C (-2.205, -1.869, 6.246)  -1.7185
C (-0.052, 2.081, -5.279)  -0.3427
C (-3.398, 2.203, 4.300)  -0.3450
C (-0.611, -6.512, 0.523)  -1.5350
C (-0.142, -5.035, 0.339)  0.7227
C (-0.359, 1.564, 5.789)  -0.1845
C (-4.206, -3.362, 0.140)  0.7319
C (-2.687, -0.275, -5.127)  -0.0398
C (0.711, 0.851, 6.604)  -1.3007
C (2.395, -5.559, -1.791)  -1.2055
C (2.709, -0.587, -5.327)  -1.3944
B (3.892, -3.385, 2.073)  0.9369
H (-1.044, 4.316, -2.071)  0.5830
H (-3.543, -0.723, -4.624)  0.1462
H (1.581, -2.059, -4.474)  -0.5388
H (-2.536, -1.970, -6.493)  0.3151
H (1.966, 2.766, -5.891)  0.4678
H (0.664, -1.021, -5.613)  0.2314
H (5.310, 3.758, -2.379)  0.3920
H (1.775, 2.837, 4.065)  -0.0882
H (1.417, -6.041, -1.816)  0.0576
H (3.086, -1.304, -6.057)  0.4290
H (-3.847, 3.644, 0.966)  -0.1730
H (-2.406, -4.934, -2.435)  0.1219
H (-0.184, 2.603, 6.069)  0.3899
H (-1.404, -2.373, 4.286)  0.0430
H (1.660, 1.097, 6.128)  0.1788
H (3.921, 2.510, 1.863)  0.5573
H (2.710, -5.488, -0.750)  0.1449
H (2.673, 0.421, -5.741)  0.2662
H (-1.762, -0.637, -7.207)  0.3263
H (3.738, -0.040, -1.743)  0.0360
H (0.575, 6.199, -2.782)  0.4021
H (4.390, 2.335, -3.010)  0.2696
H (4.430, 2.667, -0.272)  0.4095
H (-1.657, -6.449, 0.222)  0.3436
H (3.018, -6.166, -2.448)  0.5601
H (5.976, -1.536, -1.434)  0.3657
H (-0.625, 5.565, 1.929)  0.4642
H (1.838, 1.961, -4.295)  -0.0979
H (0.671, 1.272, 7.609)  0.5276
H (3.409, -3.787, -2.314)  0.4773
H (-5.186, 5.844, 0.104)  0.4164
H (-0.527, -6.925, 1.529)  0.3746
H (0.244, 6.357, -1.107)  0.3263
H (-3.003, 2.609, 5.232)  0.3558
H (-0.096, -7.168, -0.179)  0.3273
H (0.474, 3.519, -2.327)  -0.3115
H (0.094, 1.160, -5.843)  0.0770
H (-3.866, 3.054, 3.805)  0.3796
H (-3.069, -2.498, 6.031)  0.3953
H (5.917, 0.279, -1.174)  0.4397
H (-4.974, 0.805, 3.776)  0.1680
H (-3.004, -3.568, -3.320)  0.0944
H (-2.855, -5.073, -4.119)  0.5389
H (-4.290, 5.853, 1.545)  0.3423
H (-0.356, -5.030, -3.643)  0.3433
H (-1.389, -2.405, 6.731)  0.4545
H (-4.010, 3.884, -0.638)  0.0251
H (-3.632, 6.620, 0.086)  0.2891
H (-0.405, -1.213, 5.156)  -0.1882
H (3.745, 3.920, -3.028)  0.3371
H (1.773, 5.640, -1.673)  0.2776
H (-0.686, 2.808, -5.785)  0.5855
H (3.581, 3.158, 4.085)  0.5537
H (-0.619, -4.419, 1.102)  -0.1554
H (-0.498, 4.190, 4.730)  -0.0163
H (5.877, -0.883, 0.184)  0.3734
H (-1.358, 1.299, 6.135)  0.2520
H (0.601, -0.232, 6.649)  0.2099
H (2.630, 3.804, 1.965)  0.2406
H (-2.502, -1.066, 6.921)  0.2921
H (0.941, -5.069, 0.459)  -0.0962
H (2.069, -3.979, -3.310)  0.2364
H (-1.949, 4.494, 3.948)  0.1035
H (0.822, 4.901, 2.665)  0.2015
H (3.611, -1.575, -0.759)  -0.2695
H (1.184, 3.646, -4.546)  0.3200
H (3.419, -0.610, -4.500)  0.2304
H (-5.573, 1.862, 4.953)  0.4014
H (-3.515, -0.710, -7.088)  0.4366
H (-2.846, 0.802, -5.159)  0.3627
H (3.313, 3.967, -0.713)  0.1819
H (2.879, 1.514, 3.916)  0.1599
H (-0.878, 5.848, 4.407)  0.4929
H (-4.324, 0.589, 5.364)  0.2700
H (-1.021, -3.852, -4.839)  0.4980

No. 2
Below is one molecule with the formula C3HBrN4 at a distorted geometry, with properties calculated with ωB97M-V/def2-TZVPD.

## Properties
SMILES = N#Cc1nc(Br)n[nH]1
Molecular weight = 173.0 g/mol
Energy = -79128.831 eV
Orbital gap = 10.23 eV

Last column: Mulliken charge in e.
CARTESIAN COORDINATES (ANGSTROEM)
Br (3.304, 0.708, -0.007)  -0.1293
N (0.612, 1.427, 0.081)  -0.6133
N (-2.230, -2.326, -0.014)  -0.3705
N (0.802, -0.798, 0.089)  -0.4560
N (-0.580, 0.909, -0.050)  0.2403
C (-0.475, -0.461, 0.016)  0.4197
C (-1.531, -1.416, 0.015)  0.2849
C (1.424, 0.421, 0.120)  0.3925
H (-1.325, 1.536, -0.250)  0.2317

No. 3
Below is C34H31AuN2O7S2Te as an isolated structure at a distorted geometry, with properties calculated with ωB97M-V/def2-TZVPD.

## Properties
2S+1 = 3
Molecular weight = 968.3 g/mol
Energy = -85727.835 eV
Orbital gap (alpha / beta) = 7.05 / 6.13 eV
Charge = -2

Last column: Mulliken charge in e.
CARTESIAN COORDINATES (ANGSTROEM)
Au (-1.511, -2.319, 1.877)  0.4670
Te (2.444, 1.370, -1.436)  0.4457
S (-1.137, -4.818, 0.048)  1.2724
S (-0.326, 3.352, -3.171)  1.1620
O (0.462, 4.124, -2.224)  -0.7025
O (-0.125, -5.182, 1.014)  -0.6424
O (-1.133, 4.144, -4.081)  -0.7711
O (-5.555, -2.618, 0.821)  -0.6754
O (0.419, 2.317, -3.854)  -0.6511
O (-1.769, -5.916, -0.653)  -0.7639
O (-3.675, -1.805, 1.690)  -0.5837
N (-0.531, -0.717, 2.762)  -0.6003
N (-2.239, -3.947, 0.867)  -0.3432
C (-4.937, 1.027, 0.058)  -1.5217
C (-3.533, -3.653, 0.210)  -0.2995
C (2.881, -0.473, -0.423)  -0.2576
C (3.101, 3.953, -0.186)  -0.7850
C (3.688, 4.840, 0.730)  -0.3925
C (4.603, 2.195, 0.660)  -0.5654
C (5.133, 3.156, 1.471)  -0.2691
C (-0.942, 0.441, 3.267)  0.8452
C (3.242, -3.001, 0.658)  -0.5739
C (4.182, -2.502, -0.269)  -0.7792
C (-2.557, 1.653, -2.851)  -0.5958
C (-1.610, 2.415, -2.194)  -0.0898
C (0.015, 1.115, 4.052)  -0.5382
C (1.921, -1.069, 0.360)  0.1385
C (-0.423, -3.664, -1.212)  0.5151
C (-1.605, 2.587, -0.783)  -0.7030
C (-1.657, 2.781, 4.701)  -0.7262
C (1.972, -1.427, -3.992)  -1.5661
C (4.013, -1.246, -0.783)  0.0458
C (1.403, -3.541, -2.729)  -0.6251
C (-3.668, 1.195, -2.089)  -0.6767
C (-2.307, 0.889, 3.416)  -0.5541
C (4.747, 4.476, 1.538)  -0.6768
C (2.118, -2.266, 1.027)  -0.5995
C (-3.759, 1.524, -0.713)  0.9816
C (-0.376, 2.197, 4.755)  -0.3271
C (0.630, -4.263, -1.839)  -1.3843
C (-2.684, 2.111, -0.030)  -0.1872
C (-2.618, 2.082, 4.003)  -0.2920
C (-4.382, -2.599, 0.939)  0.4539
C (1.150, -2.197, -3.030)  0.7242
C (0.019, -1.625, -2.368)  -0.3571
C (-0.714, -2.289, -1.445)  -0.0916
C (3.542, 2.626, -0.147)  0.7550
H (-3.611, 2.399, 4.127)  0.4580
H (1.006, 0.644, 4.210)  0.3799
H (0.836, -5.285, -1.702)  0.4482
H (-4.109, -4.548, 0.045)  0.4133
H (2.148, -1.982, -4.942)  0.4128
H (-3.169, 0.380, 3.001)  0.3762
H (-4.381, 0.542, -2.627)  0.2962
H (-0.161, -0.538, -2.602)  0.1792
H (-4.873, 0.000, 0.389)  0.0412
H (-5.815, 1.074, -0.535)  0.5164
H (-2.632, 2.193, 1.043)  0.3251
H (5.032, 1.186, 0.718)  0.3401
H (5.760, 2.786, 2.272)  0.2578
H (-1.926, 3.569, 5.388)  0.3516
H (3.300, 5.864, 0.716)  0.3419
H (-0.887, 3.123, -0.254)  0.6254
H (5.176, 5.200, 2.247)  0.3271
H (-5.022, 1.701, 0.913)  0.3595
H (0.934, -0.662, 0.630)  0.3136
H (2.325, 4.360, -0.820)  0.4682
H (-1.572, -1.748, -1.110)  0.6603
H (4.927, -3.142, -0.734)  0.3580
H (-2.493, 1.348, -3.867)  0.4861
H (2.263, -3.979, -3.147)  0.4416
H (4.701, -0.799, -1.524)  0.3845
H (0.420, 2.494, 5.416)  0.3084
H (3.422, -3.910, 1.205)  0.3979
H (2.966, -1.283, -3.633)  0.2383
H (1.420, -2.713, 1.728)  0.3429
H (1.481, -0.485, -4.206)  0.3671
H (-3.380, -3.223, -0.770)  0.1450

No. 4
Below is a 2-piece molecular cluster, C2H10N2S overall at a distorted geometry, with properties calculated with ωB97M-V/def2-TZVPD.

## Properties
SMILES = NCN.CS
Molecular weight = 94.2 g/mol
Energy = -16050.841 eV
Orbital gap = 10.11 eV

Last column: Mulliken charge in e.
CARTESIAN COORDINATES (ANGSTROEM)
S (1.172, -5.336, 3.314)  -0.1818
N (-1.197, 3.281, -2.344)  -0.5696
N (1.028, 3.096, -1.526)  -0.6536
C (0.154, 2.830, -2.694)  -0.1694
C (-0.379, -4.397, 3.541)  -0.6999
H (1.549, -4.675, 2.245)  0.1038
H (-1.781, 3.414, -3.153)  0.2077
H (0.534, 3.342, -3.577)  0.2382
H (-0.478, -3.571, 2.848)  0.2821
H (-1.220, -5.082, 3.500)  0.2486
H (0.378, 2.991, -0.738)  0.2505
H (-1.114, 4.066, -1.713)  0.2053
H (0.152, 1.769, -2.901)  0.2435
H (-0.366, -3.979, 4.543)  0.2471
H (1.569, 2.251, -1.346)  0.2474

No. 5
Below is a 2-piece molecular cluster, C3H9NO2 overall at a distorted geometry, with properties calculated with ωB97M-V/def2-TZVPD.

## Properties
SMILES = CN(C)C=O.O
Molecular weight = 91.1 g/mol
Energy = -8841.645 eV
Orbital gap = 10.03 eV

Last column: Mulliken charge in e.
CARTESIAN COORDINATES (ANGSTROEM)
O (-1.047, -2.376, -0.477)  -0.6155
O (2.401, 0.470, -0.884)  -0.5511
N (0.408, 0.742, 0.164)  0.0621
C (-0.959, 1.243, -0.016)  -1.0682
C (0.577, -0.120, 1.319)  -1.0944
C (1.219, 0.705, -0.938)  0.0598
H (-0.395, -0.566, 1.579)  0.4361
H (0.988, 0.438, 2.155)  0.2851
H (-1.149, -2.863, -1.279)  0.3023
H (1.272, -0.929, 1.070)  0.3712
H (-1.458, 1.505, 0.904)  0.4206
H (-0.864, 2.193, -0.583)  0.3809
H (-1.521, 0.583, -0.681)  0.3407
H (-0.142, -2.020, -0.477)  0.3078
H (0.672, 0.995, -1.857)  0.3625

No. 6
Below is a 2-piece molecular cluster, C11H16N3 overall at a distorted geometry, with properties calculated with ωB97M-V/def2-TZVPD.

## Properties
Molecular weight = 190.3 g/mol
Energy = -16126.415 eV
Orbital gap = 7.65 eV
Charge = +1

Last column: Mulliken charge in e.
CARTESIAN COORDINATES (ANGSTROEM)
N (-2.579, 0.608, 0.674)  -0.1474
N (4.221, -0.477, 0.337)  -0.5875
N (-2.321, -1.252, -1.397)  -0.2085
C (-2.195, 1.849, -0.055)  -0.6890
C (3.636, 1.761, -0.393)  -0.6512
C (0.647, -0.206, -0.042)  1.1805
C (2.321, 1.375, -0.329)  -0.5379
C (2.002, 0.066, -0.040)  0.6790
C (-3.999, 0.248, 0.624)  -1.1892
C (2.756, -2.311, 0.649)  -1.0849
C (2.981, -0.876, 0.331)  0.2097
C (-0.406, -0.855, -0.074)  -0.3759
C (-1.725, -1.325, -0.198)  -0.7048
C (4.597, 0.760, -0.008)  -0.4337
H (-2.358, 0.628, 1.600)  0.2302
H (1.654, -2.618, 0.752)  0.1989
H (-4.389, -0.070, -0.360)  0.3327
H (-4.114, -0.538, 1.335)  0.4301
H (3.892, 2.666, -0.800)  0.4964
H (5.562, 0.939, -0.076)  0.5452
H (1.564, 2.044, -0.642)  0.4262
H (3.337, -2.524, 1.497)  0.3711
H (-1.664, 1.351, -0.884)  0.1994
H (-1.811, -0.666, -2.128)  0.3035
H (-2.252, -1.853, 0.599)  0.3454
H (-1.455, 2.630, 0.405)  0.2589
H (2.994, -2.882, -0.312)  0.2925
H (-4.561, 1.043, 0.987)  0.4721
H (-3.153, 2.224, -0.332)  0.3465
H (-3.179, -1.739, -1.720)  0.2916

Q: Look up the molecular weight of the sixth one.
A: 190.3 g/mol

Q: Look up the energy of the second one.
A: -79128.831 eV

Q: Among the records above, which one has the highest molecular weight?
A: C36H75BF6FeNO32P5S2

What did the fourth record say?
Below is a 2-piece molecular cluster, C2H10N2S overall at a distorted geometry, with properties calculated with ωB97M-V/def2-TZVPD.

## Properties
SMILES = NCN.CS
Molecular weight = 94.2 g/mol
Energy = -16050.841 eV
Orbital gap = 10.11 eV

Last column: Mulliken charge in e.
CARTESIAN COORDINATES (ANGSTROEM)
S (1.172, -5.336, 3.314)  -0.1818
N (-1.197, 3.281, -2.344)  -0.5696
N (1.028, 3.096, -1.526)  -0.6536
C (0.154, 2.830, -2.694)  -0.1694
C (-0.379, -4.397, 3.541)  -0.6999
H (1.549, -4.675, 2.245)  0.1038
H (-1.781, 3.414, -3.153)  0.2077
H (0.534, 3.342, -3.577)  0.2382
H (-0.478, -3.571, 2.848)  0.2821
H (-1.220, -5.082, 3.500)  0.2486
H (0.378, 2.991, -0.738)  0.2505
H (-1.114, 4.066, -1.713)  0.2053
H (0.152, 1.769, -2.901)  0.2435
H (-0.366, -3.979, 4.543)  0.2471
H (1.569, 2.251, -1.346)  0.2474